Entry 1:
A 2-piece molecular cluster, C3H4N2OS overall, computed with ωB97M-V/def2-TZVPD.

Values from the calculation:
calculated total energy = -19036.1834 eV
highest occupied orbital energy = -8.52 eV
SMILES string = [H]/N=C/N=C=O.C=S
total charge = 0
largest force on an atom = 7.13 eV/Å
gap between HOMO and LUMO = 8.28 eV
energy above the lowest of the compared OMol25 structures with the same formula, charge and spin = 66.1 kcal/mol

Cartesian coordinates (Å):
1 H -1.745 -1.452 -0.748
2 N -1.337 -0.678 -0.345
3 C -1.739 0.495 -0.515
4 N -0.823 1.523 -0.254
5 C 0.310 1.614 0.154
6 O 1.315 1.990 0.562
7 H -2.751 0.912 -0.627
8 C 1.633 -0.971 0.520
9 S 2.565 -2.162 -0.147
10 H 2.054 -0.243 1.007
11 H 0.519 -1.027 0.393

Cartesian forces, eV/Å:
H -2.1174 -1.7228 -0.4622
N 1.6014 1.3105 -0.2452
C 0.3318 0.3224 1.2610
N -0.7742 0.0751 -0.1433
C -1.2562 0.8087 -0.2193
O 1.4082 -0.0290 0.3765
H 0.2765 -0.4670 -0.7488
C -1.9713 -5.8809 -3.5144
S -1.0013 1.3145 0.6980
H 2.2938 4.0198 2.7603
H 1.2087 0.2488 0.2374

Entry 2:
An isolated molecule of C3H4N2S3, computed with ωB97M-V/def2-TZVPD.

Values from the calculation:
calculated total energy = -38659.2181 eV
highest occupied orbital energy = -8.57 eV
total charge = 0
largest force on an atom = 0.86 eV/Å
gap between HOMO and LUMO = 8.18 eV
energy above the lowest of the compared OMol25 structures with the same formula, charge and spin = 46.3 kcal/mol

Cartesian coordinates (Å):
1 C -0.021 -2.466 0.194
2 C 1.729 0.815 -0.881
3 C -1.724 1.648 0.687
4 H -1.052 -2.857 0.106
5 H 0.705 -3.097 0.725
6 H -2.263 1.311 1.580
7 H -2.181 2.416 0.051
8 N 0.219 -1.338 -0.324
9 N -0.575 1.151 0.524
10 S 1.834 -0.795 -0.234
11 S 3.065 1.442 -1.574
12 S 0.262 1.770 -0.855

Cartesian forces, eV/Å:
C -0.5929 -0.3896 0.0206
C -0.1089 0.0875 -0.1105
C -0.2462 0.0374 0.6516
H 0.5970 0.2464 0.0447
H -0.0640 0.2008 -0.1163
H -0.0117 0.1698 -0.3256
H 0.0179 -0.2071 0.0230
N 0.2734 -0.0887 0.0487
N 0.3507 0.2787 -0.7364
S -0.3360 0.0877 -0.0152
S -0.0929 0.0433 0.0590
S 0.2136 -0.4661 0.4564

Entry 3:
An isolated ion of composition C3H4N3 and charge +1, computed with ωB97M-V/def2-TZVPD.

Values from the calculation:
calculated total energy = -7631.5831 eV
highest occupied orbital energy = -15.41 eV
total charge = +1
largest force on an atom = 3.92 eV/Å
gap between HOMO and LUMO = 8.05 eV
energy above the lowest of the compared OMol25 structures with the same formula, charge and spin = 108.9 kcal/mol

Cartesian coordinates (Å):
1 C -1.974 0.692 1.290
2 C -1.427 -1.430 -0.825
3 C 1.439 0.632 0.091
4 N -0.459 -0.750 -0.671
5 N -0.904 0.756 0.816
6 N 0.025 0.257 -0.039
7 H -1.872 -2.413 -1.199
8 H 1.996 -0.337 0.069
9 H 1.758 1.540 -0.602
10 H 1.418 1.053 1.069

Cartesian forces, eV/Å:
C -0.9248 0.3557 0.6727
C 3.2193 -0.9644 -1.7546
C 0.5313 0.8418 -1.2960
N -3.3790 -1.9840 0.0401
N 1.3577 -0.1936 -0.6537
N -0.8053 1.2877 0.4473
H -0.0022 1.7602 0.9257
H 0.0656 1.2708 -0.2344
H -0.6573 -2.4613 0.9517
H 0.5948 0.0872 0.9012